No. 1
{
  "formula": "C3H10N2",
  "method": "the ωB97M-V functional and the def2-TZVPD basis",
  "species": ["N", "N", "C", "C", "C", "H", "H", "H", "H", "H", "H", "H", "H", "H", "H"],
  "positions_angstrom": [[-1.9821, -1.3736, -0.1700], [2.1982, 0.5581, 0.6911], [-0.2481, 0.3823, 0.4436], [1.0843, 0.5606, -0.2651], [-1.4043, -0.0541, -0.4912], [-2.2073, 0.6828, -0.4038], [2.4504, -0.3954, 0.9015], [-1.1062, -0.0712, -1.5333], [1.0674, 1.5152, -0.7961], [-1.4564, -2.0779, -0.6725], [-0.4885, 1.3232, 0.9481], [3.0075, 1.0438, 0.3341], [-0.2223, -0.3156, 1.2444], [-1.8997, -1.5822, 0.8173], [1.2071, -0.1959, -1.0481]],
  "atomic_forces_ev_per_a": [[0.3, 0.1, -0.5], [-0.4, 0.2, -0.1], [-0.6, 0.8, -0.8], [0.3, -0.1, 0.1], [-0.4, 0.2, 0.9], [0.0, 0.0, -0.1], [0.2, 0.0, 0.1], [0.1, 0.0, -0.2], [0.1, 0.0, 0.1], [-0.1, -0.2, 0.2], [0.0, 0.0, -0.2], [0.1, -0.1, -0.1], [0.5, -0.9, 0.7], [0.0, 0.1, 0.0], [-0.1, -0.2, 0.0]],
  "smiles": "NCCCN"
}


No. 2
{
  "formula": "C15H21BrN2O3S",
  "method": "the ωB97M-V functional and the def2-TZVPD basis",
  "species": ["Br", "S", "O", "O", "O", "N", "N", "C", "C", "C", "C", "C", "C", "C", "C", "C", "C", "C", "C", "C", "C", "C", "H", "H", "H", "H", "H", "H", "H", "H", "H", "H", "H", "H", "H", "H", "H", "H", "H", "H", "H", "H", "H"],
  "positions_angstrom": [[-3.0700, -6.6268, -0.7912], [1.6924, -2.4986, -2.0795], [1.5438, -2.0093, -3.4161], [2.9371, -3.0693, -1.6673], [1.6904, 2.5397, 1.7828], [-0.5565, 2.7195, 1.7311], [1.3450, -1.2465, -1.0486], [0.5595, -4.6387, -0.7701], [-0.7920, -3.6142, -2.4817], [-1.8265, -4.4894, -2.1979], [0.2863, 0.9005, -0.6749], [-0.4680, -5.5191, -0.4769], [0.6091, 2.0741, 1.5003], [-1.0696, 5.0595, 1.1427], [0.4318, 0.7060, 0.8400], [1.6474, -0.1802, 1.1119], [1.5203, -1.5018, 0.3607], [-1.1022, 6.4865, 1.6731], [0.1817, -0.4574, -1.3656], [0.3880, -3.6963, -1.7666], [-1.6520, -5.4295, -1.1933], [-0.6141, 4.0778, 2.2234], [-0.3534, -6.2660, 0.2935], [-0.1135, 6.7880, 2.0092], [1.7405, -0.3722, 2.1813], [-0.5976, 1.4974, -0.9087], [-0.4721, 0.2260, 1.2334], [-2.7539, -4.4469, -2.7479], [0.3951, 4.3277, 2.5568], [-0.7406, -0.9700, -1.0405], [-1.4223, 2.3075, 1.4213], [-2.0652, 4.7756, 0.7910], [-1.4264, 7.1738, 0.8960], [-1.2939, 4.1218, 3.0807], [1.1678, 1.4215, -1.0496], [2.5420, 0.3473, 0.7823], [2.4284, -2.0959, 0.4625], [0.6668, -2.0771, 0.7601], [-1.7896, 6.5671, 2.5123], [-0.3824, 4.9959, 0.2969], [0.1631, -0.3433, -2.4498], [-0.8780, -2.8797, -3.2664], [1.5032, -4.6850, -0.2505]],
  "atomic_forces_ev_per_a": [[0.1, 0.1, 0.0], [-0.2, 0.0, 0.1], [-0.3, 0.1, 0.0], [-0.1, -0.1, 0.3], [0.5, 0.1, 0.0], [-0.4, 0.2, 0.1], [0.4, -0.6, -0.7], [0.1, -0.1, 0.1], [0.0, 0.0, -0.1], [0.0, -0.1, 0.1], [-0.1, -0.3, 0.0], [-0.1, 0.0, 0.0], [-0.5, -0.6, -0.1], [0.1, 0.0, 0.3], [0.5, 0.2, 0.0], [-0.2, -0.1, -0.1], [0.3, -0.1, 0.6], [-0.1, -0.2, -0.2], [-0.4, 0.4, -0.4], [0.5, 0.5, -0.1], [-0.1, -0.1, 0.0], [0.0, 0.2, -0.2], [0.0, 0.0, 0.0], [0.1, 0.1, 0.1], [0.1, 0.0, 0.0], [0.0, 0.0, 0.0], [0.0, 0.0, 0.0], [0.0, 0.0, 0.0], [-0.1, 0.0, 0.1], [0.0, 0.0, 0.0], [0.1, -0.1, 0.0], [0.0, 0.0, -0.1], [0.0, 0.1, 0.0], [0.1, 0.0, 0.0], [0.0, 0.1, 0.0], [0.0, 0.0, 0.1], [-0.1, 0.0, 0.2], [0.1, 0.0, 0.0], [-0.1, 0.1, 0.1], [0.0, -0.1, 0.0], [-0.2, 0.1, 0.1], [-0.1, 0.1, -0.1], [0.1, -0.1, 0.1]],
  "smiles": "CCCNC(=O)C1CCN(S(=O)(=O)c2ccc(Br)cc2)CC1"
}


No. 3
{
  "formula": "C41H54AsFN2OSi3Zn",
  "method": "the ωB97M-V functional and the def2-TZVPD basis",
  "species": ["As", "Zn", "Si", "Si", "Si", "F", "O", "N", "N", "C", "C", "C", "C", "C", "C", "C", "C", "C", "C", "C", "C", "C", "C", "C", "C", "C", "C", "C", "C", "C", "C", "C", "C", "C", "C", "C", "C", "C", "C", "C", "C", "C", "C", "C", "C", "C", "C", "C", "C", "C", "H", "H", "H", "H", "H", "H", "H", "H", "H", "H", "H", "H", "H", "H", "H", "H", "H", "H", "H", "H", "H", "H", "H", "H", "H", "H", "H", "H", "H", "H", "H", "H", "H", "H", "H", "H", "H", "H", "H", "H", "H", "H", "H", "H", "H", "H", "H", "H", "H", "H", "H", "H", "H", "H"],
  "positions_angstrom": [[-2.0833, -3.3923, -1.2325], [0.1941, 0.0957, -0.0406], [-2.8492, 0.8859, 1.2571], [1.3431, -2.3196, 1.9610], [2.9702, 2.1934, 0.0849], [-4.2522, 4.5022, -2.8595], [-1.0949, -2.2092, -0.6887], [-1.1711, 1.0088, 1.2354], [1.4381, 1.7968, 0.6346], [1.5730, -1.4263, 0.4098], [0.6959, -1.2174, 3.3347], [-4.4984, -2.7583, -2.7460], [-3.2122, -3.6490, 1.3616], [-3.1029, -1.9225, -5.0003], [0.2038, -3.8252, 1.8387], [-1.0422, -4.9427, -1.7561], [0.7319, -7.0232, -2.2920], [-3.3260, 2.3636, -3.2926], [0.9340, -5.7721, -2.8609], [-1.1640, 1.7177, -2.3093], [-1.1539, 2.9870, -1.6849], [-0.4911, 3.4317, 4.0385], [-0.5181, 1.9293, 2.0676], [4.3771, 2.0032, 1.3440], [-0.3404, -7.2273, -1.4407], [2.9368, -3.0706, 2.6874], [-2.1772, 3.9107, -1.8643], [-1.2220, -6.1866, -1.1668], [1.3571, 3.4160, 2.5098], [-5.1416, -5.5416, 0.7014], [-2.4133, -2.4047, -3.8973], [-3.5770, -0.0563, 2.7547], [-5.1868, -2.2695, -3.8492], [3.1240, 3.9584, -0.5901], [-3.7524, 2.5425, 1.2563], [-1.0851, 2.4350, 3.2502], [-3.5573, 0.0264, -0.2513], [-0.0754, 0.7628, -2.0949], [-2.2895, 1.4452, -3.1102], [0.7324, 3.9409, 3.6494], [-4.4913, -1.8595, -4.9781], [3.5506, 1.1197, -1.3508], [0.0553, -4.7320, -2.5844], [-3.3350, -4.0982, 0.0513], [-4.2928, -5.0473, -0.2817], [-3.1117, -2.8424, -2.7736], [-3.2478, 3.5860, -2.6718], [-4.0584, -4.1502, 2.3433], [-5.0206, -5.0910, 2.0121], [0.8068, 2.3848, 1.7141], [1.5912, -2.1130, -0.4541], [-4.1818, 2.1291, -3.9157], [3.6752, -2.2810, 2.8924], [2.4502, 4.0820, -1.4504], [-5.6856, -5.4753, 2.7776], [-3.8821, 0.6398, 3.5455], [-2.8310, -0.7398, 3.1887], [-2.5551, -1.5667, -5.8639], [-0.0739, -4.2041, 2.8330], [-4.4606, -0.6465, 2.4657], [2.3275, 3.8169, 2.2233], [-5.8989, -6.2737, 0.4450], [0.2554, -3.7430, -2.9766], [-5.0288, -1.4617, -5.8309], [-2.1603, 4.8722, -1.3611], [-4.8277, 2.3985, 1.4403], [2.7378, -3.6011, 3.6324], [3.3965, -3.7829, 1.9854], [4.4112, 0.9611, 1.6950], [-2.0426, -6.3485, -0.4817], [1.7911, -5.5970, -3.4982], [-3.6305, 3.0274, 0.2763], [-0.1099, -0.0954, -2.7829], [-3.9670, -3.7957, 3.3633], [0.7030, -4.6376, 1.2884], [2.8394, 1.1190, -2.1865], [-3.3335, -1.0361, -0.2605], [1.4184, -0.4097, 3.5230], [0.8985, 1.2469, -2.1214], [-2.4637, -2.9001, 1.5956], [-0.3254, 3.2205, -1.0174], [-4.6507, 0.1519, -0.2622], [-1.3314, -2.3916, -3.8943], [3.6982, 0.0757, -1.0433], [4.2356, 2.6407, 2.2263], [-2.3527, 0.4754, -3.5979], [-0.4788, -8.1907, -0.9650], [5.3512, 2.2470, 0.8943], [-0.2439, -0.7280, 3.0333], [2.8384, 4.7071, 0.1613], [0.5341, -1.7641, 4.2742], [-3.3567, 3.2251, 2.0182], [-3.1423, 0.4677, -1.1672], [-0.9874, 3.7890, 4.9354], [4.1506, 4.1753, -0.9216], [2.5358, -0.8931, 0.4457], [-6.2679, -2.1940, -3.8192], [-5.0428, -3.0445, -1.8548], [1.4263, -7.8313, -2.4941], [1.2136, 4.7301, 4.2202], [-0.7128, -3.5731, 1.2983], [-2.0429, 2.0261, 3.5694], [-4.3751, -5.4038, -1.3014], [4.5111, 1.5112, -1.7173]],
  "atomic_forces_ev_per_a": [[0.2, 0.1, -0.1], [0.3, 0.6, -0.1], [-0.4, 0.1, 0.0], [0.0, 0.0, 0.3], [0.2, 0.0, -0.1], [-0.1, 0.1, 0.0], [-0.4, -0.4, -0.1], [0.7, 0.2, 0.3], [-0.6, 0.2, 0.5], [0.1, -0.1, -0.6], [-0.2, 0.2, 0.1], [0.0, 0.0, 0.0], [-0.2, 0.1, -0.1], [0.0, 0.0, 0.1], [-0.2, -0.2, -0.1], [0.1, 0.0, 0.1], [0.1, 0.0, -0.1], [0.2, -0.3, -0.1], [-0.1, 0.1, 0.0], [0.2, 0.0, -0.1], [0.0, 0.1, 0.1], [0.0, -0.1, -0.2], [-0.3, -0.1, 0.0], [0.1, 0.0, 0.3], [-0.1, 0.0, 0.1], [0.3, -0.1, 0.1], [0.3, -0.1, 0.1], [0.0, -0.2, -0.1], [0.0, -0.1, -0.1], [0.0, 0.0, -0.1], [-0.1, 0.0, 0.0], [0.0, -0.2, 0.2], [0.0, 0.0, 0.0], [0.0, 0.3, 0.0], [0.0, 0.4, 0.0], [0.0, -0.1, -0.1], [0.0, 0.0, -0.2], [-0.3, -0.3, 0.1], [0.0, 0.1, -0.1], [0.0, -0.2, -0.2], [0.0, 0.0, 0.0], [0.0, -0.2, -0.2], [0.2, -0.1, -0.1], [0.1, 0.2, 0.2], [-0.1, -0.1, 0.2], [0.0, 0.0, -0.1], [0.1, -0.1, 0.0], [0.1, 0.1, 0.0], [-0.1, -0.1, 0.0], [0.3, 0.0, -0.2], [0.0, 0.1, 0.2], [0.0, 0.0, 0.0], [-0.1, -0.1, 0.0], [0.1, 0.0, 0.1], [0.0, 0.0, 0.0], [0.0, -0.1, 0.0], [-0.1, 0.1, -0.1], [0.0, 0.0, 0.0], [0.1, 0.0, -0.1], [0.1, 0.1, 0.0], [-0.1, 0.0, 0.0], [0.0, 0.0, 0.0], [0.0, 0.0, 0.0], [0.0, 0.0, 0.0], [0.0, -0.1, 0.0], [0.1, 0.0, 0.0], [0.1, 0.1, -0.1], [-0.1, 0.1, 0.1], [0.0, 0.2, -0.1], [0.0, 0.0, 0.1], [0.0, 0.0, 0.0], [-0.1, -0.1, 0.2], [0.0, 0.2, 0.1], [0.0, 0.0, -0.1], [-0.1, 0.1, 0.1], [0.2, 0.0, 0.1], [0.0, -0.2, 0.0], [-0.2, -0.1, 0.0], [-0.1, 0.0, -0.1], [-0.2, 0.0, 0.0], [-0.1, 0.0, -0.1], [0.2, 0.0, 0.0], [0.0, 0.0, 0.0], [0.0, 0.2, -0.1], [0.0, -0.1, -0.1], [0.0, 0.1, 0.0], [0.0, 0.0, 0.0], [-0.1, 0.0, 0.1], [0.2, -0.1, 0.1], [0.1, -0.1, -0.1], [0.0, 0.1, -0.1], [-0.1, -0.1, -0.1], [-0.2, -0.2, 0.3], [0.0, 0.0, 0.0], [-0.1, 0.0, 0.0], [-0.2, -0.1, 0.0], [0.0, 0.0, 0.0], [0.0, 0.0, 0.0], [0.0, 0.0, 0.0], [0.0, 0.0, 0.0], [0.4, -0.1, 0.1], [0.1, 0.1, 0.0], [0.0, 0.0, 0.0], [-0.1, 0.0, 0.0]],
  "total_charge": -2
}


Energy relative to the best compared isomer or geometry (same formula, charge and spin) in kJ/mol, matching the order above: 44.1 6.4 142.2
HOMO energy in eV, matching the order above: -9.108 -9.552 -0.179